Entry 1:
Computed, not measured: a 9-piece molecular cluster, C26H70O9 overall at a distorted geometry, with ωB97M-V/def2-TZVPD.

CARTESIAN COORDINATES (ANGSTROEM)
C  -3.43947  3.04058  3.11427
C  -2.06269  2.39229  3.12907
C  -1.36456  2.53902  4.48220
O  -2.15062  1.00213  2.76708
H  -4.04150  2.63394  3.93066
H  -3.98204  2.80981  2.19562
H  -3.36845  4.12453  3.19693
H  -1.39791  2.81725  2.37183
H  -2.05321  2.49105  5.33037
H  -0.77830  3.45803  4.51347
H  -0.67137  1.71329  4.65865
H  -2.62798  0.53366  3.46349
C  -4.88173  -1.24877  0.54409
C  -3.80676  -2.32851  0.65403
C  -4.38481  -3.72965  0.54569
O  -2.83150  -2.17356  -0.36900
H  -4.46303  -0.26737  0.76610
H  -5.67269  -1.43623  1.27748
H  -5.37309  -1.28942  -0.42882
H  -3.34516  -2.20425  1.64339
H  -4.76657  -3.91528  -0.46188
H  -5.21073  -3.82169  1.25164
H  -3.65339  -4.52126  0.70842
H  -2.53917  -1.23958  -0.35995
C  -3.04191  4.83378  -2.98904
C  -2.42799  4.67529  -1.62286
C  -2.69101  3.30505  -1.02066
O  -1.02457  4.89285  -1.79323
H  -4.10770  4.59084  -2.99506
H  -2.59594  4.13062  -3.69774
H  -2.92475  5.83684  -3.39582
H  -2.78268  5.45708  -0.93658
H  -3.74283  3.01400  -1.06674
H  -2.27988  3.18840  -0.01818
H  -2.21765  2.54968  -1.65858
H  -0.53595  4.74492  -0.97853
C  3.13997  -5.01612  -1.03515
C  2.78823  -3.57020  -1.36511
C  3.91227  -2.58244  -0.96500
O  2.50605  -3.43098  -2.73639
H  3.97677  -5.38926  -1.62492
H  2.27688  -5.65958  -1.21909
H  3.33469  -5.09453  0.03836
H  1.94897  -3.23009  -0.75498
H  4.90342  -2.98247  -1.20007
H  3.89736  -2.38218  0.10917
H  3.79492  -1.63038  -1.48161
H  3.27429  -3.62644  -3.27915
C  1.37672  -2.21435  1.91888
C  1.43717  -1.68225  3.34741
O  2.78764  -1.73048  3.74197
C  3.01421  -1.31524  5.08271
C  2.69815  -2.42145  6.06300
H  1.87418  -1.57411  1.19659
H  1.82988  -3.20580  1.98520
H  0.34848  -2.40029  1.60236
H  1.01053  -0.67109  3.40483
H  0.82173  -2.31478  3.99810
H  4.06759  -1.04269  5.13431
H  2.41375  -0.42226  5.28810
H  3.24857  -3.32256  5.78411
H  1.63138  -2.64375  6.05479
H  3.02166  -2.19123  7.07904
C  3.26063  1.28500  -2.43411
C  2.09933  2.10194  -2.95733
O  1.92839  1.89099  -4.34382
C  0.80734  2.56493  -4.86567
C  -0.50635  1.88216  -4.49902
H  3.11271  0.25459  -2.77354
H  4.21269  1.62638  -2.83427
H  3.27684  1.22122  -1.34788
H  1.17604  1.90995  -2.39926
H  2.27662  3.17801  -2.82486
H  0.74489  3.61259  -4.54174
H  0.94614  2.57299  -5.94559
H  -0.51363  0.86214  -4.88438
H  -1.31199  2.37443  -5.06165
H  -0.80159  1.97875  -3.45717
C  0.20106  -0.65922  -0.97003
C  -0.25846  0.43218  -0.04340
O  -1.66301  0.29253  0.12978
H  1.23942  -0.52912  -1.28176
H  -0.41629  -0.67705  -1.87129
H  0.06699  -1.62137  -0.47902
H  -0.01604  1.45458  -0.37478
H  0.27459  0.37702  0.91881
H  -1.87520  0.62416  1.02545
C  2.76722  2.18692  1.28045
C  3.94159  3.13524  1.23266
O  3.49231  4.32911  0.55116
H  2.16683  2.16895  0.37027
H  2.06633  2.48048  2.06499
H  3.12188  1.16920  1.46005
H  4.77823  2.75066  0.64359
H  4.23135  3.41526  2.24837
H  4.14915  5.02117  0.66919
C  -1.17641  -3.40550  -3.65314
C  -0.92320  -4.24908  -2.40276
O  -2.13222  -4.60875  -1.76946
H  -1.86333  -3.89704  -4.34193
H  -0.22928  -3.19366  -4.14930
H  -1.67522  -2.49082  -3.32158
H  -0.25719  -3.68915  -1.73683
H  -0.35720  -5.14010  -2.68371
H  -2.45784  -3.84507  -1.26479

Cartesian forces, eV/Å:
0.01 -0.23 -0.30
0.19 -0.16 0.36
0.18 -0.26 0.14
-0.13 0.10 0.14
0.05 0.18 0.12
0.19 0.03 -0.10
-0.02 0.00 0.19
-0.22 0.01 -0.11
-0.14 0.29 -0.15
-0.19 0.08 0.18
0.13 0.04 -0.33
0.02 -0.02 -0.15
-0.30 -0.47 0.27
-0.22 0.04 -0.06
-0.12 0.04 -0.22
-0.11 0.16 0.09
-0.02 0.11 -0.29
0.12 0.02 0.09
0.22 0.22 -0.13
0.20 -0.12 -0.01
-0.13 0.23 0.01
0.05 -0.20 0.03
0.11 0.15 0.27
0.22 -0.31 0.04
-0.41 -0.23 -0.51
0.29 0.14 0.59
0.09 -0.53 -0.82
0.24 -0.04 -0.39
0.00 0.15 0.25
0.21 0.04 0.13
0.11 0.04 0.12
-0.28 -0.07 -0.14
-0.09 0.33 0.42
-0.15 0.07 0.09
0.22 0.09 0.13
-0.19 -0.04 0.12
-0.75 0.16 0.55
1.64 0.46 0.44
0.10 -0.41 0.12
-1.05 0.24 -0.39
0.15 0.13 0.09
0.03 0.03 -0.18
0.33 -0.10 -0.10
-0.53 -0.31 -0.59
-0.02 0.01 -0.10
0.01 -0.09 0.00
-0.12 -0.03 -0.05
0.19 -0.07 0.24
-0.37 -0.60 0.81
-0.35 -0.15 -0.56
0.13 0.36 0.12
0.00 -0.01 -0.21
0.16 -0.33 0.07
0.15 -0.02 0.04
0.29 0.08 -0.44
-0.06 0.29 0.03
0.25 0.16 0.10
-0.01 -0.05 -0.03
0.02 0.04 0.02
0.04 0.08 0.07
-0.11 0.00 -0.12
0.03 -0.08 0.18
-0.19 0.25 0.01
-0.41 -0.71 -0.47
0.05 0.94 0.20
0.24 -0.25 0.17
-0.51 -0.03 0.16
-0.48 0.36 -1.08
0.09 0.01 -0.09
0.04 0.10 0.12
0.10 0.36 0.05
-0.01 -0.36 -0.05
0.15 0.02 0.22
0.34 0.00 0.13
-0.07 -0.08 -0.05
0.09 -0.19 0.50
0.11 0.10 0.07
0.28 -0.30 0.13
0.00 0.08 -0.35
0.32 0.36 0.35
0.00 0.41 0.55
0.01 -0.08 0.09
0.05 0.10 -0.03
0.11 -0.04 -0.06
-0.16 -0.19 -0.48
-0.24 -0.32 0.04
-0.18 -0.27 -0.29
-0.19 -0.31 0.19
-0.52 0.96 -0.77
-0.13 -0.11 0.24
0.36 0.16 -0.24
0.13 -0.09 0.14
-0.13 -0.01 0.17
0.07 -0.32 0.37
0.32 -0.28 -0.04
0.02 -0.04 -0.02
-0.14 -0.03 0.53
0.16 0.36 -0.56
0.03 -0.30 0.24
0.10 -0.19 0.00
-0.06 0.20 -0.05
0.18 0.18 -0.23
-0.11 0.04 0.13
-0.31 -0.24 0.14
0.22 0.05 -0.23

## Properties
Energy relative to the best compared isomer or geometry (same formula, charge and spin) ... 27.99 kcal per mole
Total charge ... 0
Kohn-Sham gap ... 9.4709 eV
Total energy ... -1709.70071 Ha

=====

Entry 2:
Computed, not measured: a 9-piece molecular cluster, C26H70O9 overall at a distorted geometry, with ωB97M-V/def2-TZVPD.

CARTESIAN COORDINATES (ANGSTROEM)
C  0.97815  4.46646  2.49325
C  2.10384  3.43826  2.40556
O  2.51630  3.23776  3.73291
H  1.18861  5.40359  3.00861
H  0.13662  4.04981  3.04673
H  0.75674  4.62091  1.43721
H  2.97606  3.84542  1.89411
H  1.76999  2.50737  1.94723
H  3.28865  3.74918  3.98499
C  0.49139  -4.02755  -4.11332
C  1.06376  -3.15166  -5.22006
C  1.14601  -1.72599  -4.91879
O  2.41166  -3.51267  -5.39992
H  0.86850  -5.03604  -4.28318
H  -0.59215  -4.13852  -4.15505
H  0.75995  -3.66802  -3.11999
H  0.56409  -3.23636  -6.18508
H  1.73262  -1.09730  -5.58868
H  1.54666  -1.46901  -3.93821
H  0.16172  -1.25874  -4.94942
H  2.90586  -3.02484  -4.73706
C  -0.92473  0.67700  0.70394
C  -0.23893  -0.52090  0.09004
C  -0.76640  -0.84713  -1.35478
O  1.12496  -0.30353  0.07865
H  -0.82874  1.56355  0.07712
H  -0.44079  0.88815  1.65752
H  -1.96080  0.37049  0.84791
H  -0.22816  -1.42313  0.70156
H  -0.34054  -1.80895  -1.64056
H  -0.57205  -0.03054  -2.05013
H  -1.85355  -0.80773  -1.28668
H  1.45001  -1.09206  -0.36200
C  -1.76678  0.30365  5.88336
C  -2.87732  -0.08653  4.91319
C  -2.20710  -0.53903  3.67084
O  -3.71537  -1.03175  5.47414
H  -1.21250  -0.55855  6.25415
H  -2.24110  0.83740  6.70692
H  -1.01708  0.95480  5.43386
H  -3.41892  0.85145  4.79086
H  -3.02854  -0.83590  3.01877
H  -1.66660  -1.41428  4.03125
H  -1.70855  0.23426  3.08640
H  -4.55715  -0.93484  5.02289
C  -3.11371  4.58936  0.35420
C  -4.39416  3.92283  0.88096
C  -4.09711  2.63492  1.58439
O  -5.00964  4.73613  1.79237
H  -2.50424  4.92903  1.19162
H  -3.50255  5.23700  -0.43158
H  -2.49675  3.96990  -0.29674
H  -5.08986  3.66463  0.08256
H  -4.92580  2.32671  2.22187
H  -3.22039  2.76199  2.21947
H  -3.87794  1.82362  0.89024
H  -4.38121  4.97165  2.47882
C  -2.73058  -2.51240  -5.93266
C  -3.39042  -2.19512  -4.57438
C  -4.16239  -0.93494  -4.67741
O  -4.37821  -3.20265  -4.28008
H  -3.38560  -2.24948  -6.76326
H  -2.53924  -3.58323  -6.00197
H  -1.73429  -2.09746  -6.08545
H  -2.71658  -2.19143  -3.71763
H  -3.50207  -0.06822  -4.64781
H  -5.06546  -0.75758  -4.09338
H  -4.61384  -0.97526  -5.66870
H  -3.89821  -4.01731  -4.11419
C  2.36106  2.11500  -3.23135
C  1.86492  3.10951  -2.15435
C  0.40481  3.50865  -2.52728
O  2.03554  2.60956  -0.86791
H  3.31985  1.78987  -2.82748
H  2.44382  2.61780  -4.19490
H  1.67951  1.27199  -3.34500
H  2.49381  3.99978  -2.15446
H  0.09132  4.37700  -1.94781
H  -0.31409  2.70673  -2.35928
H  0.27282  3.87222  -3.54635
H  1.65954  1.72631  -0.87695
C  2.12929  -1.00929  3.35517
C  2.39834  -0.85227  4.81805
C  2.38436  -2.16186  5.57802
O  3.65668  -0.17779  4.95683
H  1.08519  -1.16961  3.08641
H  2.68898  -1.85983  2.96602
H  2.40043  -0.17530  2.70784
H  1.62251  -0.24882  5.28924
H  3.05613  -2.84117  5.05328
H  1.37691  -2.57777  5.59083
H  2.66335  -2.07626  6.62822
H  3.49950  0.76924  4.95653
C  3.55552  -4.00321  0.52837
C  3.58078  -2.55371  0.08226
C  4.95578  -2.06892  -0.18409
O  2.82468  -2.37494  -1.13098
H  4.01842  -4.72851  -0.14078
H  2.54151  -4.29621  0.80051
H  4.17277  -4.06157  1.42485
H  2.98303  -2.03539  0.83202
H  4.78628  -1.02290  -0.43945
H  5.35087  -2.46650  -1.11894
H  5.55903  -2.14013  0.72096
H  3.34866  -2.77234  -1.83035

Cartesian forces, eV/Å:
-0.13 -0.67 -1.12
0.39 1.98 1.21
0.33 -1.61 1.50
0.61 -0.09 -0.28
-0.16 -0.22 -0.28
-0.79 0.58 0.03
-0.28 -0.15 -0.75
0.10 -0.04 0.08
-0.06 0.09 -0.38
-0.72 -0.32 -0.61
0.76 -0.28 0.16
-1.40 3.02 0.65
1.03 -1.09 -0.53
0.17 0.04 0.25
-0.18 0.31 0.01
0.23 -0.03 0.03
-0.09 -0.59 0.05
0.13 -0.57 -0.49
0.12 -0.44 0.46
-0.33 0.10 0.17
0.28 -0.09 -0.08
0.18 -0.99 0.13
-0.01 2.90 0.22
-0.17 -0.32 0.01
-0.52 0.54 -0.28
-0.14 -0.04 -0.17
-0.17 0.12 0.05
-0.04 0.51 0.11
-0.82 -1.08 0.26
-0.35 0.12 -0.47
0.76 -0.03 0.15
-0.02 -0.69 0.29
1.78 -1.25 -0.87
-0.34 0.01 0.73
1.59 2.54 0.92
-1.47 -0.75 -0.98
-0.40 -0.72 0.19
-0.20 -0.20 0.14
0.36 -0.10 0.29
-0.22 0.16 -0.22
-0.32 0.12 -0.51
0.06 -0.62 -0.41
0.61 -0.03 -0.86
0.52 -0.16 0.79
-0.24 -0.30 0.14
-1.06 -0.83 -1.37
1.37 -1.49 -0.31
0.49 -1.11 0.30
-1.33 1.61 0.61
-0.11 0.66 -0.34
0.51 1.35 0.73
0.15 -0.78 0.40
-0.15 0.59 -0.14
-0.08 0.02 -0.11
0.17 -0.03 0.24
0.03 -0.10 -0.12
0.05 0.09 0.12
0.53 -0.61 0.52
-0.82 -1.12 -0.06
-0.72 1.30 -1.17
0.28 0.05 -0.03
0.06 0.07 0.13
-0.18 -0.21 0.06
-0.13 0.56 0.08
0.60 0.13 -0.11
-0.09 0.14 0.00
0.53 -0.42 0.91
0.11 0.37 -0.26
-0.13 -0.26 -0.06
0.31 0.78 1.14
-0.91 0.41 -2.37
0.38 0.83 0.80
-0.46 -0.49 0.75
0.21 -0.34 -0.64
0.21 -0.14 0.06
-0.09 -0.15 0.09
-0.05 0.09 -0.31
-0.12 -0.13 0.42
0.04 -0.24 0.04
0.42 -0.40 -0.22
0.04 -0.26 0.27
-0.44 -0.54 -1.49
-0.05 1.14 0.89
0.22 -0.20 -0.35
0.01 -0.60 0.33
-0.38 -0.35 0.42
0.10 -0.18 0.03
0.38 0.47 0.49
-0.13 0.38 -0.13
0.04 -0.32 0.29
-0.05 -0.08 -0.29
0.27 0.28 -0.18
-0.09 0.13 -0.09
0.11 -0.08 0.65
-0.61 -1.86 -0.52
-0.41 1.79 0.29
-0.92 0.36 0.20
-0.22 0.20 -0.43
0.05 -0.25 -0.14
-0.12 -0.03 0.26
0.53 0.59 0.16
0.58 0.40 0.23
0.37 -0.65 0.43
0.43 -0.12 -0.48
-0.16 -0.04 -0.34

## Properties
2S+1 ... 2
Energy relative to the best compared isomer or geometry (same formula, charge and spin) ... 0.00 kcal per mole
Total charge ... +1
Kohn-Sham gap (alpha / beta) ... 9.6233 / 2.9358 eV
Total energy ... -1709.27943 Ha

=====

Q: Which of these has the lowest total charge?
A: number 1